C15H23F9NO3P2Ti as an isolated structure at a distorted geometry. Source: the OMol25 dataset; level of theory: wB97M-V/def2-TZVPD.

- strongest force on any atom (eV Å⁻¹) = 5.3
- ⟨S²⟩ = 0.89
- total charge = +2
- ΔE to the lowest compared entry with this formula, charge and spin (kJ/mol) = 375.9
- energy (eV) = -89696.23405
- spin multiplicity = 2

XYZ file:
```
54
Properties=species:S:1:pos:R:3:lowdin_spin:R:1
Ti -0.19167 -0.25671 0.26842 1.05
P -2.45824 0.95479 -0.26717 -0.03
C -3.10006 -0.51684 -1.03428 -0.15
C -2.14183 -1.31365 -1.71378 0.00
N -0.75985 -1.23047 -1.48188 -0.02
C 0.10434 -1.83539 -2.31279 0.03
C -0.32335 -2.49391 -3.44800 -0.03
C -1.68566 -2.66118 -3.66477 0.03
C -2.57333 -2.12785 -2.76107 -0.03
C 1.57617 -1.69308 -2.00986 0.03
P 2.04904 -1.77941 -0.24541 0.05
H -3.65939 -2.17185 -2.89355 0.00
H 0.41729 -2.91955 -4.09824 0.00
H -2.04902 -3.18615 -4.54209 0.00
H 2.15023 -2.48826 -2.50802 0.01
H 2.01876 -0.76065 -2.41824 0.00
H -2.36600 -1.76144 1.23310 0.00
H -4.06741 -0.97291 -0.73232 -0.01
H 1.79705 -1.56907 5.73076 0.00
O -1.50239 -1.55834 1.56598 0.02
H -1.54716 -2.02165 2.41179 0.00
H 1.19656 -1.05684 0.79905 0.04
O 1.65364 -0.62371 5.75927 0.00
H 1.64158 -0.35649 4.82112 0.00
C 2.02849 -3.47263 0.31532 0.00
H 2.70467 -4.09332 -0.28454 0.00
H 2.35549 -3.50813 1.36397 0.00
H 1.01831 -3.89232 0.23287 0.00
C 3.66974 -1.07458 -0.04764 0.00
H 3.81700 -0.83712 1.01340 0.00
H 4.43948 -1.77638 -0.40090 0.00
H 3.72542 -0.12495 -0.59325 0.00
C -2.85671 1.97714 -1.70676 -0.02
H -3.94574 2.08503 -1.74857 0.00
H -2.38956 2.95242 -1.60940 0.00
H -2.50378 1.47106 -2.61165 0.00
C -3.59974 1.43320 1.05459 0.00
H -3.17800 2.28318 1.60296 0.00
H -4.55051 1.76631 0.62781 0.00
H -3.77657 0.62140 1.77148 0.00
F 1.82952 2.35512 3.25138 0.00
C 2.24145 2.51092 1.96332 0.00
F 2.99402 3.63424 1.85075 0.00
F 3.03574 1.43840 1.69050 0.00
C 1.02503 2.50725 1.00997 0.00
O 0.49044 1.23306 0.95046 0.01
C 0.00053 3.51344 1.58159 0.00
F 0.58277 4.65510 2.02381 0.00
F -0.93942 3.83528 0.64015 0.00
F -0.67368 2.93126 2.60858 0.00
C 1.46922 2.92108 -0.40662 0.00
F 1.79158 4.22957 -0.48846 0.00
F 2.54411 2.17481 -0.80671 0.00
F 0.47140 2.65077 -1.30646 0.00
```